DFT (the ωB97M-V functional and the def2-TZVPD basis) results for 7 unconnected molecules or ions with the total composition C54H51N3O4S in a non-equilibrium geometry.

Each line ends with the Mulliken charge.
Atoms and positions in Å:
H 5.069 -3.414 0.995  0.3933
C 6.397 7.779 -3.109  -0.3574
C 3.124 -5.682 -3.976  -0.4810
C 3.655 -6.416 -5.036  -0.3469
H -1.201 7.122 1.951  0.3807
H 2.047 -5.598 -3.858  0.3723
H -0.031 -5.780 2.088  0.5118
C -0.151 1.002 1.293  0.1248
H -1.535 -0.111 -0.859  0.4140
H -0.864 10.288 4.838  0.3529
C 5.358 -5.167 -3.214  -0.5027
C -0.772 2.225 0.333  0.1164
C 5.134 7.309 -2.748  -0.3898
C 1.750 2.707 2.586  0.5597
H -5.006 1.760 -0.798  0.2108
H 1.118 -1.934 0.177  0.4716
C -1.199 8.183 2.189  -0.0129
C 1.378 -4.067 0.007  -0.3162
N -7.575 4.601 0.385  0.1303
C 5.678 10.045 -2.680  -0.3239
H -3.077 0.540 -1.726  0.2990
H 4.922 6.244 -2.775  0.4166
H -2.820 -1.608 1.804  0.2445
H 2.358 5.638 2.842  0.3838
C -3.648 -11.464 -0.213  -0.2896
H -3.168 -8.512 1.005  0.2156
C -1.066 -5.963 1.810  -0.3755
C -5.679 4.080 -0.675  0.3225
C 0.000 3.692 0.562  0.1404
C 1.921 5.443 1.764  -0.2336
H 2.991 -6.899 -5.749  0.3523
C -3.612 5.976 -0.536  -0.2259
H 5.451 -7.106 -6.006  0.3487
H 4.298 -5.727 0.533  0.4039
C 6.667 9.146 -3.079  -0.3663
H 6.966 -6.001 -4.381  0.3563
H -2.988 -10.628 -0.427  0.3554
C -3.287 -5.131 1.353  -0.2589
H -1.623 -3.885 1.916  0.3470
C 1.218 3.933 1.637  -0.0155
H -6.737 -12.129 1.044  0.3466
C -1.960 -4.898 1.713  -0.5052
S -0.642 5.095 -0.554  -0.0224
C -1.184 10.904 2.799  -0.3882
H -0.868 7.867 4.295  0.3762
H -3.756 -14.857 -0.421  0.3472
H -1.538 8.798 0.153  0.3285
H -4.757 -6.615 0.824  0.3688
H 3.647 10.274 -1.998  0.3550
C -5.755 -12.308 0.615  -0.4440
H 1.932 -6.146 -0.087  0.4522
H 3.562 -4.479 -2.243  0.3943
H -0.593 -0.103 1.228  0.0497
C -2.518 4.754 -0.577  0.2427
H -2.573 -1.886 -0.132  0.2917
N -1.876 2.045 -0.677  0.1337
H 7.650 9.513 -3.367  0.3452
C -1.499 -7.264 1.552  -0.6248
C 1.813 -2.765 0.260  -0.3914
C 4.417 9.575 -2.313  -0.4653
C -5.228 5.687 -0.584  -0.3994
H 6.022 -4.677 -2.506  0.3725
C -4.572 2.868 -0.714  -0.3345
H 1.474 0.358 3.091  0.3025
H 7.170 7.079 -3.415  0.3506
O 3.042 6.055 -0.571  -0.4693
O -7.164 3.864 -0.697  -0.1775
C -4.079 -13.841 -0.207  -0.3558
H -5.236 -10.218 0.539  0.3511
H -5.994 -14.449 0.570  0.3475
C -1.386 9.124 1.178  -0.2875
H -0.802 -8.093 1.626  0.3671
C 3.140 -2.532 0.620  -0.4068
H 0.343 -4.249 -0.269  0.5161
H 3.159 7.842 -2.073  0.4329
H 1.151 6.249 1.408  -0.0164
C -2.921 3.131 -0.641  0.2524
C -3.233 -12.768 -0.486  -0.4548
H -6.012 6.565 -0.551  0.2884
H -2.933 0.736 1.371  0.3310
C 5.037 -6.531 -5.182  -0.4277
H 5.889 11.110 -2.654  0.3468
C 1.063 1.231 2.392  -0.8451
O -8.794 4.658 0.405  -0.3731
C 3.146 5.426 0.625  0.5076
C -1.011 8.601 3.506  -0.5483
C -3.722 -6.433 1.100  -0.4618
C 2.272 -5.132 0.109  -0.5914
H -2.251 -12.947 -0.916  0.3488
C -2.443 0.652 -0.721  -0.9980
N -3.194 0.204 0.512  -0.0865
C -2.828 -7.498 1.201  0.0576
C 3.601 -4.898 0.460  -0.5297
C -1.376 10.486 1.482  -0.5598
C -5.338 -13.612 0.347  -0.3320
H -4.294 -1.671 0.606  0.2616
O 4.366 4.656 0.917  -0.4609
C 3.924 3.468 4.631  -0.6919
H -1.174 11.965 3.036  0.3536
H 5.192 5.091 0.546  0.3479
C -3.166 -1.295 0.709  -0.8122
C 2.952 2.987 3.703  -0.2207
C -4.910 -11.235 0.333  -0.2090
H -3.220 7.096 -0.461  0.0838
H -1.518 11.220 0.694  0.3663
C 3.976 -5.055 -3.066  -0.1030
C 4.144 8.208 -2.352  -0.3294
H 4.365 3.885 5.659  0.3166
C 4.034 -3.597 0.718  -0.4542
C 5.889 -5.909 -4.269  -0.3341
C -1.006 9.962 3.812  -0.3512
H 3.477 -1.519 0.824  0.4548
H -3.982 -4.300 1.270  0.3453

Output
Structure (SMILES): C#Cc1ccc2c(c1CC(=O)O)Sc1ccc(ON=O)cc1N2CNC.c1ccccc1.c1ccccc1.c1ccccc1.c1ccccc1.c1ccccc1.c1ccccc1
Kohn-Sham gap, eV: 7.1
Highest occupied orbital energy, eV: -8.083

***

DFT (the ωB97M-V functional and the def2-TZVPD basis) results for a molecular structure, C26H24CrN7O6.

Each line ends with the Mulliken charge.
Atoms and positions in Å:
H 3.904 0.112 2.289  0.4625
H -6.030 -1.135 -2.569  0.4067
N -0.590 -3.518 2.071  -0.0904
N 0.319 1.057 5.821  -0.4746
O 2.340 -2.856 -1.017  -0.8753
N 2.500 1.332 5.088  -0.6846
C -2.194 -1.662 2.632  -1.2595
H -2.559 3.421 4.624  0.4175
C 0.920 1.840 -2.240  -0.9777
Cr -0.349 0.068 -0.236  -0.5653
O 1.040 -1.029 -1.113  -0.3874
H 1.310 1.426 -3.171  0.4714
H -2.443 -0.716 2.156  0.0658
C -1.076 1.951 1.943  0.3146
H 2.615 2.451 -1.009  0.5628
H 1.313 4.156 2.966  0.4372
C 0.142 2.654 1.983  0.8517
N -0.289 -1.635 1.020  0.9936
C -1.326 1.276 -2.733  -0.1649
H -4.275 -1.833 -0.990  0.4359
C -2.593 0.620 -2.615  0.5498
C -0.579 3.899 3.928  -0.8130
C 3.421 1.061 4.156  -0.3702
C -4.099 -1.036 -1.700  -0.8178
C 1.919 1.612 -1.093  -0.9139
N 1.920 -0.191 2.821  -0.1109
O 0.736 -5.954 1.825  -0.6267
H 1.882 3.235 0.831  0.1913
C -2.042 2.251 2.925  -0.5963
O -1.360 1.054 1.031  -0.5433
C 1.115 2.461 0.939  -0.5495
H -3.386 1.766 -4.250  0.3508
H 0.740 2.910 -2.378  0.4988
O 2.125 -5.144 0.277  -0.5442
H -2.988 1.727 2.879  0.4877
H 0.554 1.778 6.485  0.3158
N 1.105 1.489 0.112  0.8625
H -0.396 4.646 4.687  0.4291
H -1.971 -1.493 3.687  0.2684
C 0.368 3.625 2.969  -0.5560
H -3.056 -2.327 2.572  0.4971
C 0.461 -3.724 1.212  0.2181
C 0.621 -2.540 0.565  0.0737
C -1.793 3.202 3.889  -0.7381
H 2.470 0.689 -1.251  0.2616
N -0.356 1.184 -1.899  0.5810
H 4.414 1.460 4.324  0.4018
O -1.951 -0.847 -0.817  -0.2437
H 2.265 -4.294 -0.228  0.4270
C -2.826 -0.416 -1.675  0.5782
H 0.016 -0.336 3.575  -0.2229
H -0.627 1.098 5.479  0.2454
C 1.124 -5.044 1.133  0.4272
C -5.066 -0.642 -2.586  -0.4823
H -5.601 0.676 -4.219  0.3950
C 1.014 0.059 3.733  0.3789
H -0.949 -4.236 2.682  0.2444
H -1.186 1.897 -3.622  0.3232
C -1.033 -2.248 1.918  0.1214
C 3.145 0.315 3.032  -0.4077
C -4.832 0.382 -3.520  -0.7523
C 1.431 -2.144 -0.599  0.6529
C -3.603 0.985 -3.530  -0.8050
C 1.293 0.834 4.878  0.3728

Output
Relative energy (zero: lowest compared OMol25 entry of this formula, charge and spin), kJ/mol: 4.2
Spin multiplicity: 2
Kohn-Sham gap (spin up / spin down), eV: 7.8 / 7.8
Highest occupied orbital energy (spin up / spin down), eV: -8.093 / -8.179

***

DFT (the ωB97M-V functional and the def2-TZVPD basis) results for a molecular structure, C30H39BN13PTeYb in a non-equilibrium geometry.

Each line ends with the Mulliken charge.
Atoms and positions in Å:
H 8.182 15.006 13.002  0.5219
C 6.442 8.868 8.755  -1.0410
H 6.211 6.525 13.021  0.3201
N 10.257 9.458 13.503  1.3933
H 5.871 9.763 8.948  1.0842
C 10.291 8.541 14.453  -0.7543
C 12.885 11.563 10.574  -0.0957
H 6.516 4.942 13.777  0.4261
H 9.649 7.687 14.478  0.7804
H 7.800 6.044 13.309  0.1634
C 8.087 12.847 12.440  -0.4750
N 5.844 12.955 6.148  0.1177
H 9.177 9.519 17.311  0.2940
C 4.687 13.210 7.051  -0.8953
H 11.742 4.712 9.826  0.3401
C 9.295 6.851 9.642  -0.3239
H 7.462 11.641 5.745  0.3818
H 11.491 8.227 16.285  0.4816
H 8.880 13.512 7.347  0.5371
C 6.672 14.179 6.081  -0.8898
H 13.600 12.298 10.866  0.4964
H 6.060 14.921 5.694  0.3726
H 11.056 9.418 8.961  0.4933
C 8.724 14.131 12.801  -1.2571
N 7.377 6.931 7.979  -0.1084
H 6.264 15.099 9.278  0.3635
C 10.965 5.468 10.106  -0.7601
H 7.451 5.985 7.656  0.2220
H 8.369 10.157 15.943  -0.0713
H 9.690 5.191 8.355  0.2662
C 10.072 13.816 13.007  -0.2184
N 11.245 10.419 13.788  -0.4162
Te 6.699 9.254 13.771  -0.0783
C 5.372 5.926 18.581  -1.3452
C 11.860 10.023 14.947  -0.1172
H 5.325 15.589 7.836  0.2926
N 10.233 12.514 12.834  0.1380
C 12.672 10.941 9.334  -1.3416
C 7.519 8.372 16.621  0.9001
H 4.914 5.010 18.213  0.3491
H 7.711 10.445 17.551  0.4337
N 10.925 10.450 10.721  0.5352
C 6.335 7.884 7.816  -0.7164
H 7.236 7.968 18.737  0.3258
C 5.810 12.532 9.121  -1.0869
H 7.524 14.074 5.379  0.3280
C 5.973 14.775 8.278  -0.9071
H 3.974 12.389 7.154  0.3372
H 8.462 13.951 8.962  0.4453
C 8.044 13.582 8.024  -1.0943
N 7.570 8.585 9.518  0.1617
H 5.153 11.695 9.292  0.6902
N 9.863 7.312 10.762  0.3524
H 4.710 6.691 18.940  0.3273
N 5.112 13.590 8.397  0.1392
C 6.782 5.963 13.742  -1.3870
P 7.372 11.803 8.216  0.6629
C 10.904 6.475 11.050  -0.4900
N 11.897 11.304 11.420  -0.2522
N 9.956 5.771 9.202  -0.0828
H 10.939 14.389 13.291  0.4837
C 11.505 10.193 9.545  -0.1066
C 8.140 7.488 8.985  0.2151
H 6.008 4.807 16.202  0.2920
H 4.090 14.029 6.585  0.3043
H 6.023 5.640 19.471  0.3092
C 6.304 6.455 17.545  0.6064
C 11.223 8.846 15.425  -1.3668
C 6.565 11.764 6.459  -0.7605
H 12.469 12.280 13.332  -0.0903
B 11.515 11.664 12.874  -0.0773
H 13.174 11.046 8.404  0.4546
C 6.773 6.530 15.156  0.6169
H 11.540 6.746 11.914  0.4201
C 7.014 7.613 17.701  -0.7510
H 12.697 10.555 15.410  0.4625
H 6.115 12.844 10.123  0.3514
C 7.229 7.851 15.345  -0.3041
C 6.337 5.843 16.315  -0.7866
H 7.021 12.598 12.437  0.5295
N 7.143 14.578 7.413  0.1263
H 5.946 10.858 6.280  0.3139
C 8.181 9.696 16.915  -1.0764
H 5.605 7.697 7.030  0.4508
N 9.066 11.907 12.358  0.5234
Yb 9.063 9.544 11.528  0.5907

Output
Net charge: +1
Relative energy (zero: lowest compared OMol25 entry of this formula, charge and spin), kJ/mol: 244.0
Spin multiplicity: 2
Kohn-Sham gap (spin up / spin down), eV: 5.6 / 5.6
Highest occupied orbital energy (spin up / spin down), eV: -8.735 / -8.733